{
  "formula": "C3H10NO2",
  "method": "ωB97M-V/def2-TZVPD",
  "species": ["O", "O", "N", "C", "C", "C", "H", "H", "H", "H", "H", "H", "H", "H", "H", "H"],
  "positions_angstrom": [[-2.046069, 0.295351, -0.860384], [-3.906344, -0.449362, 0.164001], [1.258372, -0.171257, -0.257617], [0.745649, 0.573979, 0.894458], [-3.193089, 0.434117, -0.540633], [2.681490, -0.609143, -0.104558], [-4.411760, -1.027289, -0.412699], [1.359317, 1.409568, 1.215628], [-3.699930, 1.371129, -0.811508], [0.529639, -0.067322, 1.744816], [3.270420, -0.318813, -0.967361], [3.124425, -0.254098, 0.815600], [1.121676, 0.451058, -1.047141], [-0.229184, 1.039976, 0.746368], [2.710201, -1.696995, -0.083299], [0.685187, -0.980896, -0.495669]],
  "forces_ev_per_angstrom": [[0.4, -0.4, 0.4], [0.2, -0.2, 0.3], [0.0, 0.4, -0.2], [-1.7, 0.6, 1.8], [0.3, 0.9, -0.8], [0.4, -0.9, -0.4], [-0.3, -0.2, -0.1], [0.7, -0.3, -0.3], [-0.3, -0.1, 0.2], [0.6, -0.4, 0.0], [0.0, 0.3, 0.0], [-0.2, 0.3, 0.1], [0.3, 0.1, -0.4], [0.0, -0.3, -0.9], [-0.1, 0.0, 0.1], [-0.3, 0.1, 0.3]],
  "gap_ev": 11.236,
  "energy_ha": -325.271195,
  "charge": 1,
  "homo_ha": -0.5312
}

---

{
  "formula": "C3H10NO2",
  "method": "ωB97M-V/def2-TZVPD",
  "species": ["O", "O", "N", "C", "C", "C", "H", "H", "H", "H", "H", "H", "H", "H", "H", "H"],
  "positions_angstrom": [[0.699570, -1.429515, 0.210158], [-0.144679, 0.592697, -0.216335], [2.603894, 0.125990, 0.379616], [-0.267353, -0.697698, -0.018841], [-1.231724, 1.562338, -0.251714], [-1.615385, -1.345466, -0.212741], [2.125853, 1.062528, 0.130759], [-2.045175, 1.082816, 0.314636], [-2.385984, -0.815703, 0.359296], [-0.895446, 2.452889, 0.306336], [3.224081, 0.055810, 1.250923], [3.361123, -0.225145, -0.269631], [-1.675608, 1.817506, -1.198471], [-2.051489, -1.079258, -1.227654], [1.742078, -0.739300, 0.521717], [-1.443756, -2.420488, -0.078051]],
  "forces_ev_per_angstrom": [[-0.2, 0.5, 0.5], [1.2, 0.7, -0.1], [1.9, -0.8, 1.2], [-2.1, -0.8, -1.1], [-1.1, -0.7, 2.0], [-0.2, 1.0, -1.2], [1.6, -1.9, 0.7], [0.2, 0.6, 0.0], [0.2, -0.8, 0.7], [0.0, -0.5, -0.5], [-1.6, 1.3, -0.9], [-1.6, 0.9, -0.1], [0.7, -0.2, -0.8], [1.0, -0.6, 0.7], [0.6, 1.0, -1.2], [-0.8, 0.5, 0.1]],
  "gap_ev": 12.372,
  "energy_ha": -325.275532,
  "charge": 1,
  "homo_ha": -0.5724
}